79
Properties=species:S:1:pos:R:3 method="wB97M-V/def2-TZVPD" gap_ev=8.03 total_charge=+1 relative_energy_kcal_mol=0.0 max_force_ev_per_a=0.7
Ti -0.3614 -1.0221 0.1370
S -1.8947 0.5283 1.2345
P -0.7498 1.7404 0.0605
C 0.5892 0.7099 -0.2597
P 1.8816 0.4660 0.8449
S 1.6289 -1.4922 1.4151
C 3.4746 0.6615 0.0419
C 4.6485 0.4652 0.7674
C 5.8738 0.6100 0.1440
C 5.9320 0.9541 -1.2025
C 4.7658 1.1511 -1.9251
C 3.5327 1.0023 -1.3040
C 1.9007 1.5099 2.3053
C 2.5947 2.7194 2.2662
C 2.5628 3.5685 3.3588
C 1.8432 3.2143 4.4928
C 1.1504 2.0134 4.5339
C 1.1766 1.1606 3.4414
C -1.5989 2.1661 -1.4602
C -2.8209 2.8318 -1.4072
C -3.4546 3.1964 -2.5810
C -2.8701 2.9027 -3.8082
C -1.6546 2.2382 -3.8622
C -1.0172 1.8653 -2.6870
C -0.3766 3.3151 0.8428
C -0.8521 3.6564 2.0992
C -0.5568 4.9068 2.6273
C 0.2096 5.8047 1.9024
C 0.6907 5.4600 0.6429
C 0.3961 4.2183 0.1112
H 4.6090 0.2012 1.8184
H 6.7869 0.4563 0.7033
H 6.8924 1.0674 -1.6880
H 4.8123 1.4176 -2.9724
H 2.6156 1.1440 -1.8618
H 3.1648 3.0002 1.3885
H 3.1044 4.5046 3.3262
H 1.8265 3.8766 5.3488
H 0.5947 1.7346 5.4194
H 0.6436 0.2200 3.4754
H -3.2819 3.0679 -0.4547
H -4.4043 3.7130 -2.5414
H -3.3683 3.1956 -4.7231
H -1.2017 2.0078 -4.8176
H -0.0764 1.3303 -2.7159
H -1.4403 2.9524 2.6754
H -0.9272 5.1758 3.6078
H 0.4329 6.7794 2.3164
H 1.2867 6.1623 0.0753
H 0.7616 3.9557 -0.8761
Cl -2.7929 -5.5310 -6.4542
C -2.2474 -4.5964 -5.1069
C -2.9175 -3.4216 -4.7878
C -2.4787 -2.6748 -3.7117
C -1.3805 -3.1075 -2.9702
C -0.7170 -4.2868 -3.3033
C -1.1517 -5.0395 -4.3772
C -0.9198 -2.3172 -1.8321
O 0.0682 -2.6395 -1.1093
O -1.5183 -1.2323 -1.4798
H -3.7654 -3.1105 -5.3808
H -2.9794 -1.7550 -3.4408
H 0.1379 -4.6036 -2.7213
H -0.6560 -5.9577 -4.6576
N 0.3176 -6.1140 2.7383
C -1.0094 -5.9487 2.9555
O -1.6611 -6.6582 3.6916
C -1.6606 -4.7727 2.2734
C -3.0385 -4.8142 2.0822
C -3.6636 -3.7429 1.4740
C -2.8985 -2.6526 1.0978
N -1.5777 -2.5890 1.3083
C -0.9745 -3.6430 1.8736
H 0.7653 -6.8998 3.1795
H 0.8082 -5.6224 2.0147
H -3.5837 -5.6854 2.4200
H -4.7284 -3.7353 1.2914
H -3.3434 -1.7884 0.6210
H 0.0912 -3.5452 2.0353

=====

90
Properties=species:S:1:pos:R:3 method="wB97M-V/def2-TZVPD" gap_ev="7.23 / 8.35" total_charge=0 multiplicity=5 relative_energy_kcal_mol=147.5 max_force_ev_per_a=0.5 s_squared=6.016
Co 0.6165 -0.9679 0.9128
C -7.5966 2.5480 0.8959
C -6.2663 3.2596 0.6088
C -5.7693 2.8417 -0.7814
C -6.5002 4.7733 0.6059
C -5.2591 2.8580 1.6879
C -5.0839 3.6093 2.8513
C -4.1905 3.2330 3.8409
C -3.4534 2.0755 3.6821
S -1.0674 1.2597 4.2689
C -1.4839 -0.2534 3.5221
N -2.0912 -0.2651 0.8124
C -3.6202 1.2798 2.5566
C -4.5195 1.6896 1.5713
C 0.8100 -1.0642 3.6579
C 1.1219 -1.0024 4.9997
C 2.4748 -0.9928 5.3263
C 3.4363 -1.0520 4.3276
C 3.0548 -1.1009 2.9870
C 1.7129 -1.0983 2.6055
H -8.3234 2.7667 0.1097
H -8.0151 2.8747 1.8501
H -7.4581 1.4662 0.9421
H -6.4067 3.2858 -1.5476
H -5.8030 1.7601 -0.9215
H -4.7440 3.1758 -0.9542
H -7.1098 5.0477 -0.2565
H -5.5583 5.3226 0.5435
H -7.0343 5.1079 1.4964
H -5.6456 4.5227 2.9936
H -4.0521 3.8309 4.7317
H -4.6372 1.0577 0.6998
H 0.3581 -0.9780 5.7652
H 2.7702 -0.9515 6.3667
H 4.4858 -1.0626 4.5951
H 3.8338 -1.1335 2.2303
O -3.7184 -1.4838 2.3713
P -2.8151 -0.2974 2.3437
O -2.5922 1.7255 4.7139
O -0.5312 -1.1546 3.2020
O -0.8137 0.3832 0.6660
P -1.9535 -1.6432 -0.1038
O -1.8146 -1.1304 -1.5969
O -3.3053 -2.4216 -0.1013
O -0.7484 -2.4385 0.3044
H -3.6402 -2.4600 0.8305
H -1.6201 -0.1825 -1.6198
F 8.1327 1.8284 -0.5830
C 7.0026 2.5598 -0.6173
F 7.0067 3.3568 0.4607
F 7.0845 3.3517 -1.7029
C 5.7836 1.6775 -0.6759
C 4.7912 1.7738 0.2798
C 3.6755 0.9464 0.1908
C 3.5603 0.0357 -0.8504
C 4.5698 -0.0483 -1.8133
C 5.6797 0.7666 -1.7250
P 2.0483 -0.9694 -0.9620
C 1.4170 -0.4972 -2.6055
C 0.7603 0.7341 -2.6676
C 0.2443 1.1909 -3.8662
C 0.3728 0.4099 -5.0098
C 1.0230 -0.8095 -4.9584
C 1.5473 -1.2633 -3.7536
C -0.1762 0.9253 -6.3135
F 0.6540 1.8279 -6.8711
F -1.3608 1.5377 -6.1426
F -0.3540 -0.0569 -7.2109
C 2.6105 -2.6928 -1.1041
C 3.8610 -3.0876 -0.6313
C 4.2074 -4.4281 -0.6140
C 3.3020 -5.3797 -1.0607
C 2.0489 -5.0012 -1.5130
C 1.7007 -3.6601 -1.5249
C 3.7134 -6.8277 -1.0539
F 2.6776 -7.6525 -1.2684
F 4.6276 -7.0777 -2.0132
F 4.2739 -7.1762 0.1176
H 4.8826 2.4826 1.0905
H 2.9010 1.0052 0.9463
H 4.4819 -0.7500 -2.6347
H 6.4654 0.7052 -2.4673
H 0.6454 1.3325 -1.7687
H -0.2662 2.1439 -3.9147
H 1.1183 -1.4100 -5.8525
H 2.0561 -2.2182 -3.7223
H 4.5709 -2.3520 -0.2762
H 5.1792 -4.7335 -0.2487
H 1.3401 -5.7488 -1.8398
H 0.7058 -3.3715 -1.8421

=====

85
Properties=species:S:1:pos:R:3 method="wB97M-V/def2-TZVPD" gap_ev="6.01 / 5.01" total_charge=-1 relative_energy_kcal_mol=83.3 max_force_ev_per_a=1.8
Y 0.0339 0.3127 -0.3041
O -1.5189 -2.0964 0.5197
C -2.1286 -2.2063 1.7219
C -1.8418 -3.2170 2.6374
C -2.5380 -3.3089 3.8284
C -3.5507 -2.4077 4.1252
C -3.8411 -1.4093 3.2164
C -3.1295 -1.2679 2.0252
C -3.5055 -0.1491 1.1581
N -2.7656 0.4948 0.3584
C -3.4323 1.5719 -0.3727
C -2.5646 2.1307 -1.5108
N -1.6464 1.1161 -1.9676
C -1.4639 0.9623 -3.2256
C -0.6570 -0.0658 -3.8200
C -0.4251 -0.0512 -5.2054
C 0.3092 -1.0331 -5.8212
C 0.8346 -2.0791 -5.0438
C 0.6104 -2.1393 -3.6938
C -0.1473 -1.1400 -3.0222
O -0.4025 -1.2351 -1.7704
H -1.0560 -3.9241 2.4145
H -2.2909 -4.0947 4.5312
H -4.0989 -2.4801 5.0555
H -4.6278 -0.6953 3.4344
H -4.5573 0.1510 1.2823
H -3.6697 2.3857 0.3193
H -4.3788 1.2009 -0.7801
H -2.0041 2.9869 -1.1344
H -3.2108 2.4943 -2.3194
H -1.9633 1.6470 -3.9259
H -0.8388 0.7630 -5.7936
H 0.4910 -0.9992 -6.8879
H 1.4275 -2.8487 -5.5250
H 1.0255 -2.9312 -3.0817
C 2.8777 -4.7381 1.9398
C 2.9912 -3.5418 2.7244
C 2.2444 -2.4044 2.5968
C 1.1711 -2.1267 1.7142
C 0.7021 -3.0464 0.6838
C 2.2149 -4.9073 0.7882
N 0.4840 -0.9476 1.7390
C 0.2675 -0.2380 2.8812
C 0.2491 -0.7812 4.1879
C -0.0276 -0.0062 5.2875
C -0.2910 1.3679 5.1428
C -0.3285 1.9285 3.8946
C -0.0860 1.1499 2.7365
N -0.0970 1.6363 1.4790
N -0.3084 2.9582 1.3399
C -0.0243 3.4430 0.1268
C -0.2397 4.8355 -0.0848
C 0.0361 5.3884 -1.3015
C 0.5326 4.5701 -2.3340
C 0.7247 3.2361 -2.0645
N 0.4617 2.6595 -0.8876
H 3.4287 -5.6066 2.2807
H 3.7618 -3.5464 3.4864
H 2.5082 -1.5794 3.2468
H -0.8169 -3.6653 -0.6373
H 2.2520 -5.8546 0.2637
H 0.4076 -1.8441 4.3070
H -0.0574 -0.4566 6.2728
H -0.4822 1.9729 6.0213
H -0.5465 2.9768 3.7466
H -0.6235 5.4113 0.7461
H -0.1144 6.4481 -1.4698
H 0.7666 4.9729 -3.3094
H 1.1188 2.5755 -2.8316
O 1.5020 -3.9977 0.0639
C -0.5380 -3.0164 0.1794
C 3.9940 -1.2804 -0.2795
C 3.3088 -0.1155 -1.0057
O 1.9678 -0.2438 -1.0793
C 3.8725 -0.0525 -2.4502
F 3.1793 0.7884 -3.2352
F 5.1728 0.3456 -2.4861
F 3.8284 -1.2670 -3.0330
C 3.7242 1.1986 -0.2719
F 3.5654 2.3061 -1.0154
F 5.0082 1.2069 0.1498
F 2.9677 1.3408 0.8353
H 3.6083 -2.2087 -0.6984
H 3.7230 -1.2397 0.7734
H 5.0778 -1.2419 -0.3852

=====

Please write out number 1 again, unchanged.
79
Properties=species:S:1:pos:R:3 method="wB97M-V/def2-TZVPD" gap_ev=8.03 total_charge=+1 relative_energy_kcal_mol=0.0 max_force_ev_per_a=0.7
Ti -0.3614 -1.0221 0.1370
S -1.8947 0.5283 1.2345
P -0.7498 1.7404 0.0605
C 0.5892 0.7099 -0.2597
P 1.8816 0.4660 0.8449
S 1.6289 -1.4922 1.4151
C 3.4746 0.6615 0.0419
C 4.6485 0.4652 0.7674
C 5.8738 0.6100 0.1440
C 5.9320 0.9541 -1.2025
C 4.7658 1.1511 -1.9251
C 3.5327 1.0023 -1.3040
C 1.9007 1.5099 2.3053
C 2.5947 2.7194 2.2662
C 2.5628 3.5685 3.3588
C 1.8432 3.2143 4.4928
C 1.1504 2.0134 4.5339
C 1.1766 1.1606 3.4414
C -1.5989 2.1661 -1.4602
C -2.8209 2.8318 -1.4072
C -3.4546 3.1964 -2.5810
C -2.8701 2.9027 -3.8082
C -1.6546 2.2382 -3.8622
C -1.0172 1.8653 -2.6870
C -0.3766 3.3151 0.8428
C -0.8521 3.6564 2.0992
C -0.5568 4.9068 2.6273
C 0.2096 5.8047 1.9024
C 0.6907 5.4600 0.6429
C 0.3961 4.2183 0.1112
H 4.6090 0.2012 1.8184
H 6.7869 0.4563 0.7033
H 6.8924 1.0674 -1.6880
H 4.8123 1.4176 -2.9724
H 2.6156 1.1440 -1.8618
H 3.1648 3.0002 1.3885
H 3.1044 4.5046 3.3262
H 1.8265 3.8766 5.3488
H 0.5947 1.7346 5.4194
H 0.6436 0.2200 3.4754
H -3.2819 3.0679 -0.4547
H -4.4043 3.7130 -2.5414
H -3.3683 3.1956 -4.7231
H -1.2017 2.0078 -4.8176
H -0.0764 1.3303 -2.7159
H -1.4403 2.9524 2.6754
H -0.9272 5.1758 3.6078
H 0.4329 6.7794 2.3164
H 1.2867 6.1623 0.0753
H 0.7616 3.9557 -0.8761
Cl -2.7929 -5.5310 -6.4542
C -2.2474 -4.5964 -5.1069
C -2.9175 -3.4216 -4.7878
C -2.4787 -2.6748 -3.7117
C -1.3805 -3.1075 -2.9702
C -0.7170 -4.2868 -3.3033
C -1.1517 -5.0395 -4.3772
C -0.9198 -2.3172 -1.8321
O 0.0682 -2.6395 -1.1093
O -1.5183 -1.2323 -1.4798
H -3.7654 -3.1105 -5.3808
H -2.9794 -1.7550 -3.4408
H 0.1379 -4.6036 -2.7213
H -0.6560 -5.9577 -4.6576
N 0.3176 -6.1140 2.7383
C -1.0094 -5.9487 2.9555
O -1.6611 -6.6582 3.6916
C -1.6606 -4.7727 2.2734
C -3.0385 -4.8142 2.0822
C -3.6636 -3.7429 1.4740
C -2.8985 -2.6526 1.0978
N -1.5777 -2.5890 1.3083
C -0.9745 -3.6430 1.8736
H 0.7653 -6.8998 3.1795
H 0.8082 -5.6224 2.0147
H -3.5837 -5.6854 2.4200
H -4.7284 -3.7353 1.2914
H -3.3434 -1.7884 0.6210
H 0.0912 -3.5452 2.0353

=====

What did the second record say?
90
Properties=species:S:1:pos:R:3 method="wB97M-V/def2-TZVPD" gap_ev="7.23 / 8.35" total_charge=0 multiplicity=5 relative_energy_kcal_mol=147.5 max_force_ev_per_a=0.5 s_squared=6.016
Co 0.6165 -0.9679 0.9128
C -7.5966 2.5480 0.8959
C -6.2663 3.2596 0.6088
C -5.7693 2.8417 -0.7814
C -6.5002 4.7733 0.6059
C -5.2591 2.8580 1.6879
C -5.0839 3.6093 2.8513
C -4.1905 3.2330 3.8409
C -3.4534 2.0755 3.6821
S -1.0674 1.2597 4.2689
C -1.4839 -0.2534 3.5221
N -2.0912 -0.2651 0.8124
C -3.6202 1.2798 2.5566
C -4.5195 1.6896 1.5713
C 0.8100 -1.0642 3.6579
C 1.1219 -1.0024 4.9997
C 2.4748 -0.9928 5.3263
C 3.4363 -1.0520 4.3276
C 3.0548 -1.1009 2.9870
C 1.7129 -1.0983 2.6055
H -8.3234 2.7667 0.1097
H -8.0151 2.8747 1.8501
H -7.4581 1.4662 0.9421
H -6.4067 3.2858 -1.5476
H -5.8030 1.7601 -0.9215
H -4.7440 3.1758 -0.9542
H -7.1098 5.0477 -0.2565
H -5.5583 5.3226 0.5435
H -7.0343 5.1079 1.4964
H -5.6456 4.5227 2.9936
H -4.0521 3.8309 4.7317
H -4.6372 1.0577 0.6998
H 0.3581 -0.9780 5.7652
H 2.7702 -0.9515 6.3667
H 4.4858 -1.0626 4.5951
H 3.8338 -1.1335 2.2303
O -3.7184 -1.4838 2.3713
P -2.8151 -0.2974 2.3437
O -2.5922 1.7255 4.7139
O -0.5312 -1.1546 3.2020
O -0.8137 0.3832 0.6660
P -1.9535 -1.6432 -0.1038
O -1.8146 -1.1304 -1.5969
O -3.3053 -2.4216 -0.1013
O -0.7484 -2.4385 0.3044
H -3.6402 -2.4600 0.8305
H -1.6201 -0.1825 -1.6198
F 8.1327 1.8284 -0.5830
C 7.0026 2.5598 -0.6173
F 7.0067 3.3568 0.4607
F 7.0845 3.3517 -1.7029
C 5.7836 1.6775 -0.6759
C 4.7912 1.7738 0.2798
C 3.6755 0.9464 0.1908
C 3.5603 0.0357 -0.8504
C 4.5698 -0.0483 -1.8133
C 5.6797 0.7666 -1.7250
P 2.0483 -0.9694 -0.9620
C 1.4170 -0.4972 -2.6055
C 0.7603 0.7341 -2.6676
C 0.2443 1.1909 -3.8662
C 0.3728 0.4099 -5.0098
C 1.0230 -0.8095 -4.9584
C 1.5473 -1.2633 -3.7536
C -0.1762 0.9253 -6.3135
F 0.6540 1.8279 -6.8711
F -1.3608 1.5377 -6.1426
F -0.3540 -0.0569 -7.2109
C 2.6105 -2.6928 -1.1041
C 3.8610 -3.0876 -0.6313
C 4.2074 -4.4281 -0.6140
C 3.3020 -5.3797 -1.0607
C 2.0489 -5.0012 -1.5130
C 1.7007 -3.6601 -1.5249
C 3.7134 -6.8277 -1.0539
F 2.6776 -7.6525 -1.2684
F 4.6276 -7.0777 -2.0132
F 4.2739 -7.1762 0.1176
H 4.8826 2.4826 1.0905
H 2.9010 1.0052 0.9463
H 4.4819 -0.7500 -2.6347
H 6.4654 0.7052 -2.4673
H 0.6454 1.3325 -1.7687
H -0.2662 2.1439 -3.9147
H 1.1183 -1.4100 -5.8525
H 2.0561 -2.2182 -3.7223
H 4.5709 -2.3520 -0.2762
H 5.1792 -4.7335 -0.2487
H 1.3401 -5.7488 -1.8398
H 0.7058 -3.3715 -1.8421